[1]
74
Properties=species:S:1:pos:R:3:forces:R:3 method="wB97M-V/def2-TZVPD" total_energy_ha=-22216.8662 e_lumo_ev=-0.93 de_lowest_kcal_mol=23.0 orbital_gap_ev=9.09
O 14.719868 12.228646 8.949867 -0.5989 0.7335 -0.0695
N 13.747843 11.533060 8.695463 1.0772 0.8036 0.2858
O 12.620268 11.939537 8.480199 0.2514 0.2127 0.0244
C 14.028978 10.122364 8.694678 0.2911 0.5511 -0.2354
C 15.363088 9.678561 8.661478 -0.0602 0.4507 -0.0480
C 15.507291 8.305938 8.635323 0.3111 -0.1453 0.3161
C 14.371970 7.469296 8.710474 1.7778 -0.4711 0.3101
C 13.115025 7.971342 8.786379 -0.8513 0.5564 -0.7530
C 12.915487 9.357695 8.720100 0.0813 -2.3598 0.1275
H 16.206236 10.422884 8.660968 -1.0679 -1.0852 -0.0696
H 16.512229 7.871450 8.620303 -0.4366 0.1000 -0.0739
H 14.538241 6.394117 8.776276 -0.0942 0.2233 -0.2002
H 12.287920 7.286717 8.730869 -0.3363 -0.0084 0.3465
H 11.929405 9.751998 8.691024 -0.3956 0.3764 0.0002
O 11.855155 10.499562 11.363402 -0.8871 -0.5542 -0.3983
N 10.730283 10.584366 10.863523 0.8826 0.8405 0.2388
O 10.042504 9.661533 10.476722 0.5984 -0.0893 0.2494
C 10.206145 11.953166 10.709250 -2.4064 0.0355 -0.0893
C 10.976618 13.051558 11.079076 -0.3376 -1.0102 -0.8064
C 10.424646 14.302074 10.984538 -2.3011 0.4575 0.0431
C 9.020675 14.442826 10.655845 2.3901 -1.3265 -0.4792
C 8.306225 13.339185 10.238329 -0.6012 -1.3595 1.0497
C 8.839744 12.029453 10.333589 2.6820 1.9860 0.5038
H 11.970460 12.783393 11.360889 0.5750 0.6344 0.1148
H 10.966804 15.186525 11.238949 0.4430 0.2978 0.1334
H 8.505007 15.370538 10.644407 0.0388 0.8557 0.1111
H 7.242141 13.472753 10.085271 0.0274 -0.1409 -0.3742
H 8.399569 11.079241 10.226052 -1.1700 -0.5262 -0.5273
O 19.626932 6.940930 10.669278 0.3018 1.5869 -1.4635
N 19.779838 7.957430 9.953185 0.3723 -1.9758 1.5138
O 20.551641 8.030191 9.010512 -0.6921 -0.0132 0.6330
C 18.993853 9.130684 10.346978 -0.7276 -0.5590 -0.0088
C 19.242984 10.277145 9.652292 0.4898 1.6840 -0.1572
C 18.467841 11.404074 9.919901 -0.5759 -0.4148 0.8405
C 17.493024 11.311184 10.910045 -0.8851 1.5938 0.6619
C 17.245276 10.172753 11.648263 0.0305 -0.9845 -0.9154
C 17.983989 9.034375 11.300806 -0.1835 -0.6750 1.8061
H 20.145684 10.333370 9.057793 -0.3535 -0.0827 -0.4354
H 18.528816 12.374120 9.460880 0.6040 0.0055 -0.4628
H 16.899923 12.208920 11.203322 0.5221 -0.6170 -0.6221
H 16.392446 10.124973 12.346634 0.8419 -0.0278 -0.2337
H 17.843817 8.135410 11.947512 0.2243 0.5586 -1.1509
Br 18.581133 19.183258 6.032461 0.4130 0.2055 -0.3825
C 19.844700 18.089826 7.052400 -1.1886 -0.1217 -0.0273
C 19.047125 17.749589 8.280968 -0.0200 -0.3039 -0.1075
Br 20.040196 16.372447 9.183040 0.1459 -0.6423 0.5078
H 20.714338 18.652601 7.303676 0.5923 0.4284 -0.1519
H 20.075176 17.190814 6.481539 -0.0173 0.2871 -0.0725
H 18.067629 17.363397 7.952734 0.4180 0.1032 0.6501
H 19.005889 18.560053 9.009770 -0.3796 -0.0102 -0.4009
Br 12.676373 10.348120 15.064082 -0.0064 -0.0292 0.0721
C 12.911837 11.987643 14.015095 -1.3877 -0.4063 0.3839
C 14.188095 11.838194 13.227019 -1.6695 0.6164 -0.1455
Br 14.377713 13.559406 12.370729 0.5536 0.3937 -0.3438
H 12.928476 12.803739 14.735963 0.1913 -0.0908 -0.0926
H 11.945592 12.060329 13.432591 1.5182 -0.0244 0.3359
H 14.022810 11.103575 12.465792 0.2579 -0.4043 -0.4603
H 15.029102 11.629977 13.844482 0.6304 -0.0275 0.3776
Br 7.586718 12.349508 6.196671 -0.1918 -0.6278 0.1669
C 8.908568 13.698212 5.998967 1.0570 1.1837 0.0449
C 10.221993 13.462563 6.725628 -0.0215 -1.5693 1.4951
Br 11.269590 15.050533 6.893726 -0.0323 0.6616 0.0957
H 8.428820 14.647619 6.295004 0.4087 -0.4990 -0.2204
H 9.250628 13.715981 4.977781 -0.7391 0.3018 -0.6497
H 10.908535 12.796867 6.211276 -0.3732 -0.1786 -0.3850
H 10.119240 12.987126 7.725879 -0.1380 0.7201 -0.4464
Br 16.803999 14.434320 7.661740 -0.1208 -0.0140 -0.0046
C 15.750560 15.258616 9.064768 -0.5576 0.5187 0.9041
C 14.358128 15.674598 8.563554 1.5205 -0.4508 0.0527
Br 13.564101 16.930318 9.814568 -0.0358 -0.3086 -0.1315
H 16.301192 16.155521 9.383547 -0.0603 -0.4751 -0.0517
H 15.640280 14.547302 9.900905 0.3167 0.2834 -0.4795
H 13.759735 14.793217 8.428492 -0.5791 -0.1349 0.1461
H 14.509577 16.161314 7.620446 -0.3567 0.4977 -0.4148

=====

[2]
66
Properties=species:S:1:pos:R:3:forces:R:3 method="wB97M-V/def2-TZVPD" total_energy_ha=-2270.6726 e_lumo_ev=0.12 orbital_gap_ev=7.57
C 1.922017 -5.833647 3.696018 1.2626 -0.0890 1.0673
C 1.226702 -4.496644 3.261032 -0.2346 -5.5813 0.2409
C 0.183958 -4.605924 2.288753 1.4790 -0.3452 2.1337
C -0.514751 -3.500584 2.097393 -2.0610 2.3989 -1.1037
C -0.046033 -2.191364 2.763218 -9.4621 -3.2635 -7.9946
C 0.847802 -2.268368 3.617553 5.1286 2.4467 4.8403
C 1.439092 -3.437530 4.016845 5.3272 1.1915 0.9372
H 2.551325 -3.325254 4.533226 -3.3379 -0.5639 -0.6322
H 1.272758 -1.337327 3.931289 0.0721 0.5414 0.7956
C -0.902125 -1.056775 2.279168 -0.9977 -4.8936 -0.4896
C -2.201609 -1.191753 1.745274 15.1509 12.8911 -0.1300
S -2.543868 0.478061 1.524647 -1.3464 2.7204 -0.4202
C -0.912784 1.202850 2.084226 -4.2746 -8.5338 -1.9333
N -0.273015 0.054645 2.191205 4.0376 4.5220 1.8596
N -0.506922 2.379773 1.890224 -11.8829 -0.0684 -4.0028
C -1.629162 3.317124 1.441791 3.0434 4.2785 1.2193
H -2.078407 4.005317 2.332092 1.0196 -2.0067 -1.8680
H -2.363819 2.889918 0.829677 -0.8381 -1.0224 -0.4751
C -0.662556 4.430560 0.365145 -6.2089 -0.4866 3.0659
N 0.315459 3.652539 -0.121648 6.0995 2.5784 2.2770
C 0.219798 2.713507 -1.031088 -4.8540 -4.6884 -5.2292
C 0.298985 1.217817 -0.864218 2.9676 4.9227 2.5111
C 0.066512 0.411460 -1.930692 2.0534 -2.2738 9.1598
N 0.108484 -0.987970 -1.906382 1.0310 3.8021 -2.3252
C 0.024318 -1.295055 -3.274457 -6.4970 6.0303 1.5744
N -0.682058 -0.193077 -3.886718 3.5868 -2.8359 1.7289
C -0.502873 0.961464 -2.898718 -3.4561 -3.9637 -12.7736
C -0.732259 2.161491 -3.445575 0.8861 3.3397 8.4940
C -0.546204 3.034279 -2.218669 1.1952 1.1766 -3.6052
Cl -0.795538 4.820766 -2.617176 0.2118 -1.2392 0.0728
H -1.146703 2.496091 -4.318900 -0.8451 0.3494 -1.9816
C -0.100390 -2.670590 -3.543142 -6.6999 -3.8274 -4.3789
N 1.115119 -3.192774 -3.541940 2.9104 0.6046 2.5572
H 1.178726 -4.107864 -3.699499 0.5213 -4.2999 -0.9125
H 1.738451 -2.647825 -4.028572 1.9816 1.0143 -1.3447
C -0.879379 -2.855498 -5.167499 -1.3911 -7.2462 11.8577
H -1.696070 -2.340033 -4.982656 -5.1617 1.1649 1.0326
H -0.529181 -2.256864 -5.687392 7.4083 9.0180 -9.4719
H -0.879855 -3.863115 -5.326932 -0.2592 -2.3035 -0.8859
H -0.894760 -3.450853 -2.922250 2.0556 2.8873 -0.9419
C 0.677188 -1.587648 -0.817948 6.9085 -9.0686 -7.8675
H 0.452643 -2.916032 -1.032140 0.6632 4.0931 1.1042
C 2.351601 -1.485318 -0.655643 -4.2337 5.5438 -0.9665
H 2.870229 -2.127623 -1.201316 1.8817 -3.6028 -1.9847
H 2.690713 -0.529729 -1.134611 -0.8062 -0.1190 -0.2620
C 2.854174 -1.317557 0.682759 1.7472 -5.3657 3.7372
O 2.471594 -0.233320 1.515376 1.0695 -0.5233 -1.1442
H 1.528689 -0.207097 1.791791 -0.0566 -0.4643 -0.2277
H 4.070975 -1.511689 0.597238 -3.0336 1.1984 0.7561
H 2.490750 -2.554923 1.195565 0.9989 3.4975 -0.6156
H 0.409065 -1.375376 0.030794 -4.0207 2.6356 8.5813
H 0.938923 1.073511 0.015749 -0.5680 -1.2034 -0.2396
C 1.457696 3.539725 0.778408 -9.9237 -4.0390 1.2455
H 2.032147 2.808087 0.554221 4.1038 -4.5068 -1.9292
C 0.581157 2.876368 2.185118 14.5309 -4.3940 -3.9046
H 0.470732 3.450322 2.893763 -0.0694 6.7930 7.2294
H 1.342044 1.916512 2.587808 -1.9895 2.8975 -0.9483
H 1.846676 4.243908 1.250197 3.4086 7.2052 2.7304
H -1.383799 4.780597 -0.348350 -0.2091 -0.2227 -0.3786
H -0.638477 5.275218 1.071674 1.9172 -0.2771 -0.5295
H -2.863459 -1.717017 1.843913 -12.4511 -10.7081 1.9065
H -1.446999 -3.611580 1.382733 1.9601 0.9040 1.5243
H -0.045128 -5.605806 1.991839 -0.2861 -0.2282 -0.7764
H 1.735894 -6.811800 3.135446 0.3185 1.7456 0.1806
H 3.035991 -5.595104 3.816663 -1.2761 -0.7069 -0.6373
H 1.676739 -6.114545 4.766689 -0.2057 0.5698 -1.1087

=====

[3]
65
Properties=species:S:1:pos:R:3:forces:R:3 method="wB97M-V/def2-TZVPD" total_energy_ha=-1554.0356 e_lumo_ev=0.55 de_lowest_kcal_mol=0.0 orbital_gap_ev=8.26
C -2.150264 -6.230568 -0.126112 0.1570 0.4003 0.1876
C -2.039175 -5.193586 0.975730 -0.3514 -0.3475 0.2368
O -1.388806 -4.035126 0.446137 0.1264 -0.1888 -0.3725
C -1.556471 -2.887306 1.101134 0.2181 0.3518 0.0546
O -2.207084 -2.780012 2.108934 -0.0534 -0.0439 0.1158
C -0.809526 -1.757980 0.408483 0.0760 0.0906 0.0304
C -0.968728 -0.437760 1.161357 -0.1979 -0.1825 0.0783
C -2.389835 0.119281 1.035242 0.2093 0.1273 0.4811
N -2.792589 0.220900 -0.349030 -0.0084 -0.2409 -0.0259
C -3.250137 1.292426 -1.032379 -0.1798 0.1535 0.2280
O -3.615823 1.186960 -2.194110 -0.1722 0.2474 -0.3291
C -3.265674 2.663359 -0.378301 -0.0409 0.0677 -0.1878
C -2.139184 3.528123 -0.979027 -0.0395 -0.0922 0.1681
C -0.783147 2.953348 -0.680184 0.2494 0.1106 0.2563
C -0.101845 2.121901 -1.620292 0.1880 -0.0872 0.1421
C -0.593143 1.923703 -3.016534 -0.0981 -0.0429 -0.0800
N 1.019105 1.511564 -1.325283 -0.0235 -0.2036 -0.5617
C 1.563339 1.701672 -0.127994 0.3755 0.3040 0.7345
C 2.723447 1.205538 0.479919 -0.4596 0.3497 0.0381
C 3.624760 0.219404 -0.091454 0.1140 -0.1468 -0.0958
C 3.131968 -0.697634 -1.022792 0.1227 -0.0075 0.1140
C 3.952531 -1.659999 -1.575230 0.2693 -0.1395 -0.0384
C 5.280954 -1.703281 -1.192282 -0.0388 0.0725 0.0356
F 6.090161 -2.649396 -1.723181 -0.0839 0.1052 0.0513
C 5.805017 -0.800596 -0.286678 0.0895 -0.2590 -0.1482
C 4.973452 0.159360 0.258707 -0.1849 -0.0154 -0.1165
C 2.752007 1.841532 1.737856 -0.3358 -0.0964 -0.4021
C 3.726815 1.681610 2.848324 -0.0407 0.0908 -0.0005
N 1.711083 2.653776 1.904548 0.1769 0.3867 1.0132
N 0.995135 2.578165 0.789189 0.3128 -0.6503 -0.8342
C -0.183360 3.195440 0.534835 -0.3697 0.1358 -0.2337
C -0.703681 4.100438 1.601918 0.1104 -0.0131 0.0608
C -2.733635 -1.059708 -1.031208 0.1115 -0.1214 -0.5151
C -1.301578 -1.586495 -1.033330 -0.1586 -0.1307 0.1082
H -2.747195 -5.844915 -0.948378 -0.0709 -0.0077 -0.0872
H -2.621780 -7.127550 0.264204 -0.0458 -0.1056 0.0241
H -1.162456 -6.482473 -0.501913 0.0745 -0.0942 -0.0693
H -3.024060 -4.902624 1.357002 0.1954 -0.0675 -0.0312
H -1.444675 -5.571094 1.815081 -0.1047 0.0906 -0.0689
H 0.247039 -2.047510 0.393429 -0.0549 -0.0147 0.0141
H -0.745847 -0.581750 2.219050 0.0368 0.0473 0.0054
H -0.256989 0.276655 0.751276 0.0224 0.0324 0.0023
H -2.433221 1.086925 1.530128 -0.0474 -0.0511 -0.0432
H -3.078294 -0.560922 1.550324 0.0345 0.1439 -0.0120
H -4.221214 3.122204 -0.639142 -0.0078 -0.1094 0.0549
H -3.188667 2.624333 0.704439 0.0006 0.0479 0.0085
H -2.216124 4.536649 -0.568657 -0.0363 0.0138 -0.0909
H -2.294393 3.584024 -2.055388 -0.0167 0.0823 0.0181
H -1.606225 1.530110 -3.040778 -0.0846 0.0303 -0.0673
H 0.075414 1.236467 -3.527481 0.0422 0.0137 0.0017
H -0.588845 2.874997 -3.547857 -0.0503 0.0763 -0.0938
H 2.096564 -0.639823 -1.317604 -0.0713 -0.0380 -0.0366
H 3.577956 -2.372462 -2.293433 -0.0158 -0.0851 -0.0722
H 6.849617 -0.851586 -0.021883 0.1022 -0.0283 0.0038
H 5.386338 0.881677 0.943320 0.0452 0.0761 0.0835
H 3.264731 2.013262 3.774587 0.0161 -0.0122 0.0614
H 4.032723 0.641844 2.941155 0.0679 -0.0389 0.0482
H 4.611922 2.292802 2.673106 0.1007 -0.0229 0.0366
H 0.007080 4.109168 2.424075 -0.0989 0.0724 0.0338
H -0.821037 5.112563 1.217480 -0.0320 0.0441 -0.0238
H -1.670707 3.766407 1.971104 -0.0864 -0.0259 0.0130
H -3.096130 -0.909834 -2.049419 0.0069 -0.1040 0.2111
H -3.394586 -1.767774 -0.517249 -0.0475 0.0115 -0.0256
H -1.256973 -2.538281 -1.561970 0.0261 0.0253 -0.0499
H -0.656053 -0.870542 -1.545497 0.0305 0.0135 -0.0418